(1)
A structure of composition C4H9N7O. Source: the Open Molecules 2025 dataset; level of theory: wB97M-V/def2-TZVPD.

```
21
Properties=species:S:1:pos:R:3:forces:R:3
O -1.726 -0.085 -3.564 0.45 -1.06 0.21
N -2.067 -2.178 -2.785 0.02 0.45 -1.40
N -1.108 -1.275 -0.290 0.50 0.07 -0.07
N 2.578 1.635 2.392 -2.46 0.05 1.73
N 2.880 1.457 1.046 -0.83 -3.32 0.88
N 0.681 0.986 1.330 0.13 -2.43 -1.17
N -1.392 0.899 -1.252 0.46 0.02 1.40
N 0.612 0.946 3.834 0.98 -1.08 -3.87
C 1.762 0.765 0.605 0.53 0.71 -1.61
C 1.251 1.249 2.475 2.67 2.13 4.10
C -1.279 -0.462 -1.261 -0.48 0.20 -0.93
C -1.579 -0.923 -2.679 -1.49 1.26 -0.12
H 1.434 1.071 4.373 0.86 0.49 1.37
H 0.596 -0.123 3.769 -0.53 1.76 0.11
H -1.960 1.369 -1.958 0.73 -0.50 0.37
H 3.812 0.974 0.982 -1.25 1.00 -0.33
H -1.776 -2.943 -2.241 0.26 -0.70 0.73
H -2.359 -2.374 -3.722 -0.09 -0.37 -0.30
H 1.825 -0.132 -0.002 -0.14 0.84 -1.26
H -1.138 1.374 -0.388 -0.37 -0.18 -0.29
H -1.049 -2.234 -0.665 0.07 0.66 0.43
```
Forces are in eV/Å.

Output
Kohn-Sham gap: 9.61 eV
Lowest unoccupied orbital energy: 0.0224 hartree
HOMO: -0.3306 hartree

Löwdin population analysis, charges in e, atoms 1 to 4:
1 O 0.0441
2 N 0.1717
3 N 0.1234
4 N 0.0289

---

(2)
A cluster of 2 separate species, C4H9NO in total. Source: the Open Molecules 2025 dataset; level of theory: wB97M-V/def2-TZVPD.

```
15
Properties=species:S:1:pos:R:3:forces:R:3
O -0.060 -1.957 0.583 0.75 -0.54 -0.22
N -0.636 1.381 -0.614 -0.22 -1.08 -1.06
C 0.716 -1.463 -0.221 -2.07 1.37 0.40
C 2.107 -1.060 0.181 -0.07 -0.18 -0.22
C -2.064 1.175 -0.500 0.52 -0.29 -1.22
C -0.003 1.802 0.458 -0.29 0.73 1.40
H 2.016 -0.567 1.181 0.33 -0.55 -0.67
H -0.614 2.368 1.189 0.43 -0.22 0.34
H -2.252 0.128 -0.195 -0.22 0.15 0.25
H 0.940 1.360 0.819 -0.06 0.42 -0.25
H 2.720 -1.966 0.146 0.10 0.06 0.62
H -2.669 1.850 0.097 0.15 0.44 0.92
H -2.506 1.295 -1.490 -0.10 -0.23 -0.33
H 2.556 -0.391 -0.548 -0.15 0.31 0.01
H 0.226 -1.035 -1.137 0.90 -0.40 0.04
```
Forces are in eV/Å.

Output
Kohn-Sham gap (alpha / beta): 3.69 / 7.08 eV
Lowest unoccupied orbital energy (alpha / beta): 0.1525 / 0.1482 hartree
Multiplicity: 2
HOMO (alpha / beta): 0.0168 / -0.1121 hartree
Charge: -1

Löwdin population analysis, charges in e, atoms 1 to 4:
1 O -0.0423
2 N -0.2406
3 C -0.3835
4 C -0.1034

---

(3)
A cluster of 2 separate species, C4H9NO in total. Source: the Open Molecules 2025 dataset; level of theory: wB97M-V/def2-TZVPD.

```
15
Properties=species:S:1:pos:R:3:forces:R:3
O 1.636 4.406 -5.003 -0.19 -0.12 -0.07
N -0.505 -0.333 0.655 1.29 -0.22 0.53
C -0.165 -2.589 1.654 0.12 0.59 0.86
C -0.692 -1.159 1.714 -1.13 -0.56 -0.89
C -1.554 -0.807 2.713 -0.15 0.85 -0.06
C 0.542 -0.543 -0.192 0.14 1.01 -0.39
H 1.762 4.790 -4.133 0.03 0.01 0.10
H 0.979 -1.452 -0.617 -0.27 -0.28 0.54
H 0.629 -2.767 2.389 0.64 0.18 -0.66
H -2.006 0.178 2.637 0.09 0.03 0.10
H 1.083 0.367 -0.483 -0.27 -0.17 -0.36
H -0.918 -3.222 2.067 -0.96 -0.60 -0.02
H 0.950 3.739 -4.872 0.16 0.08 -0.01
H 0.036 -2.876 0.627 0.43 -0.18 0.16
H -1.838 -1.380 3.572 0.08 -0.62 0.18
```
Forces are in eV/Å.

Output
Kohn-Sham gap (alpha / beta): 3.47 / 5.37 eV
Lowest unoccupied orbital energy (alpha / beta): 0.1120 / 0.1114 hartree
Multiplicity: 2
HOMO (alpha / beta): -0.0156 / -0.0858 hartree
Charge: -1

Löwdin population analysis, charges in e, atoms 1 to 4:
1 O -0.0686
2 N -0.1053
3 C -0.0960
4 C -0.5530

---

(4)
The molecule C4H9NO. Source: the Open Molecules 2025 dataset; level of theory: wB97M-V/def2-TZVPD.

```
15
Properties=species:S:1:pos:R:3:forces:R:3
O 1.293 0.467 -1.802 0.06 -0.19 -0.04
N 0.066 0.417 0.135 -0.05 0.80 -0.76
C 0.385 -0.982 0.339 -0.59 -1.04 0.52
C 0.529 0.982 -1.016 0.36 0.13 0.20
C -1.051 1.129 0.766 0.20 -1.03 0.24
C -0.743 -1.747 1.065 1.19 -0.03 -0.47
H -0.726 2.105 1.125 -0.23 0.01 -0.13
H 1.309 -1.122 0.907 0.06 0.26 -0.10
H -1.399 0.529 1.599 0.13 0.23 0.30
H 0.180 2.016 -1.166 -0.19 0.02 0.06
H -1.660 -1.587 0.525 -0.64 0.18 0.23
H -1.908 1.160 0.094 -0.03 0.49 -0.12
H -0.751 -1.464 2.114 -0.52 0.01 0.04
H 0.539 -1.432 -0.642 0.10 0.10 -0.01
H -0.545 -2.819 1.013 0.15 0.04 0.05
```
Forces are in eV/Å.

Output
Kohn-Sham gap: 10.17 eV
Lowest unoccupied orbital energy: 0.0311 hartree
HOMO: -0.3427 hartree

Löwdin population analysis, charges in e, atoms 1 to 4:
1 O 0.0207
2 N -0.1462
3 C -0.2093
4 C -0.3508

---

(5)
The molecule C4H9NO. Source: the Open Molecules 2025 dataset; level of theory: wB97M-V/def2-TZVPD.

```
15
Properties=species:S:1:pos:R:3:forces:R:3
O 2.391 0.598 0.436 0.18 -2.37 -0.96
N -0.584 0.100 0.482 0.16 0.06 -0.05
C 1.263 -0.057 -0.579 1.67 0.10 1.34
C -1.996 -0.062 0.201 -0.02 0.10 -0.02
C 0.283 -1.024 0.091 0.31 -0.17 0.00
C 0.247 1.024 -0.358 0.61 0.94 0.75
H 1.179 1.444 0.294 -3.39 1.75 -0.78
H 0.682 -1.646 0.902 -0.14 0.09 -0.06
H -0.255 1.626 -1.135 0.33 -0.41 0.29
H -2.424 -0.823 0.868 0.16 0.15 -0.14
H -0.207 -1.682 -0.647 0.22 0.13 0.00
H 2.306 0.264 1.349 -0.13 -0.23 -0.64
H -2.526 0.876 0.401 0.12 -0.12 -0.03
H 1.858 -0.275 -1.463 -0.23 -0.05 0.17
H -2.217 -0.363 -0.842 0.12 0.05 0.12
```
Forces are in eV/Å.

Output
Kohn-Sham gap: 9.27 eV
Lowest unoccupied orbital energy: 0.0374 hartree
HOMO: -0.3033 hartree

Löwdin population analysis, charges in e, atoms 1 to 4:
1 O -0.1392
2 N -0.1999
3 C -0.1673
4 C -0.1196

---

(6)
The molecule C4H9NO. Source: the Open Molecules 2025 dataset; level of theory: wB97M-V/def2-TZVPD.

```
15
Properties=species:S:1:pos:R:3:forces:R:3
O -0.407 -2.410 -0.541 -0.31 0.13 0.04
N -1.364 -0.345 -0.330 0.10 -0.22 -0.01
C -1.277 -1.686 -0.100 0.03 0.25 0.15
C 1.034 0.206 -0.211 0.00 0.26 0.12
C 1.049 0.987 1.102 0.00 0.18 -0.03
C -0.277 0.388 -0.982 0.06 0.04 -0.04
H -0.167 0.047 -2.018 -0.03 -0.02 0.18
H 1.141 -0.852 -0.021 0.20 -0.24 0.00
H 1.886 0.505 -0.834 -0.21 0.03 0.04
H -2.155 0.160 0.039 0.19 -0.16 0.04
H 0.183 0.756 1.738 0.18 -0.03 -0.19
H 1.953 0.790 1.692 -0.17 0.00 -0.16
H -2.059 -2.051 0.595 -0.05 0.01 -0.27
H 1.023 2.058 0.878 0.00 -0.02 0.17
H -0.563 1.447 -1.007 0.02 -0.22 -0.03
```
Forces are in eV/Å.

Output
Kohn-Sham gap: 10.64 eV
Lowest unoccupied orbital energy: 0.0319 hartree
HOMO: -0.3592 hartree

Löwdin population analysis, charges in e, atoms 1 to 4:
1 O 0.0114
2 N 0.0149
3 C -0.3655
4 C -0.2505

---

(7)
The molecule C4H9NO. Source: the Open Molecules 2025 dataset; level of theory: wB97M-V/def2-TZVPD.

```
15
Properties=species:S:1:pos:R:3:forces:R:3
O 0.563 1.372 0.487 -0.19 0.20 -0.34
N 1.643 -1.324 0.040 -0.48 0.62 0.62
C -0.725 0.276 -1.401 0.61 -0.02 0.73
C -0.713 1.319 1.098 -0.05 -1.41 -1.11
C 0.269 -1.034 0.598 1.09 -0.65 1.33
C -0.295 0.281 0.092 0.37 -0.17 0.56
H -1.558 -0.427 -1.619 0.49 0.48 0.33
H 2.281 -0.542 0.281 -0.76 -0.63 0.11
H -1.018 1.304 -1.623 -0.02 -0.19 -0.37
H -1.451 2.002 0.734 -0.23 0.75 0.00
H 0.156 -0.021 -2.040 -0.90 0.42 0.63
H -0.741 1.079 2.154 0.06 -0.03 0.00
H 0.388 -1.121 1.747 -0.15 0.80 -1.74
H 1.654 -1.317 -0.970 -0.32 -0.20 -0.20
H -0.453 -1.845 0.424 0.46 0.04 -0.56
```
Forces are in eV/Å.

Output
Kohn-Sham gap: 10.39 eV
Lowest unoccupied orbital energy: 0.0365 hartree
HOMO: -0.3454 hartree

Löwdin population analysis, charges in e, atoms 1 to 4:
1 O -0.0474
2 N 0.0002
3 C -0.0082
4 C -0.0911

---

(8)
A cluster of 2 separate species, C4H9NO in total. Source: the Open Molecules 2025 dataset; level of theory: wB97M-V/def2-TZVPD.

```
15
Properties=species:S:1:pos:R:3:forces:R:3
O -0.086 0.452 0.533 0.53 0.23 -0.63
N -1.443 -1.640 -0.343 -0.76 0.00 0.88
C 0.050 0.334 -1.975 -0.02 0.12 0.28
C -1.661 -0.965 0.571 -0.78 -1.43 -0.89
C 0.481 0.423 1.839 0.30 0.03 -0.17
C 0.688 -0.059 -0.623 0.20 0.46 0.46
H 1.646 0.433 -0.501 0.37 0.04 -0.20
H 1.319 1.122 1.903 0.11 -0.09 0.01
H -0.549 -0.459 -2.440 0.20 0.12 0.43
H 0.851 -1.153 -0.621 -0.29 0.50 0.55
H 0.825 0.622 -2.701 -0.11 -0.06 0.35
H -0.269 0.761 2.580 0.10 -0.08 -0.63
H -2.059 -0.490 1.442 0.09 0.05 -0.10
H 0.810 -0.575 2.168 -0.01 0.09 -0.34
H -0.605 1.195 -1.834 0.06 0.04 0.00
```
Forces are in eV/Å.

Output
Kohn-Sham gap: 10.67 eV
Lowest unoccupied orbital energy: 0.0347 hartree
HOMO: -0.3572 hartree

Löwdin population analysis, charges in e, atoms 1 to 4:
1 O -0.3177
2 N 0.0896
3 C -0.0854
4 C -0.0948

---

We obtain DFT total energy values of -16769.9321, -7828.5009, -7829.0691, -7831.3241, -7827.8118, -7831.7760, -7830.0416, -7829.2644 eV for the records listed above, in that order.
We obtain relative energy (zero: lowest compared OMol25 entry of this formula, charge and spin) values of 10.5, 33.3, 20.2, 23.0, 104.0, 12.5, 52.5, 70.5 kcal per mole for the records listed above, in that order.